1.
A molecular structure, C6H15NOS, computed with ωB97M-V with the def2-TZVPD basis set.

```
24
Properties=species:S:1:pos:R:3:nbo_charge:R:1
H -1.205 0.112 0.462 0.2027
S 0.667 -0.786 -3.040 1.5751
C -0.949 -2.052 -1.165 -0.4706
C -0.826 1.427 2.864 -0.6146
C 1.639 0.543 -3.469 -0.8942
H -0.403 2.110 3.520 0.2100
H 1.706 -0.508 0.293 0.1998
H 2.613 0.201 -3.268 0.2083
H -0.454 -0.933 1.790 0.2100
C 0.696 -0.349 -0.096 -0.2581
C 0.215 1.126 1.808 -0.3997
H -1.672 -1.453 -1.768 0.1632
H 0.284 1.926 1.055 0.1978
N 0.394 -1.496 -0.919 -0.4805
H -1.100 0.596 3.598 0.2045
H -0.689 -2.970 -1.797 0.2273
H 1.344 1.220 2.242 0.2108
H -1.437 -2.385 -0.291 0.2145
H 0.699 0.649 -0.613 0.1760
O 0.634 -1.829 -4.004 -0.9072
C -0.281 -0.108 1.018 -0.4084
H -1.818 1.781 2.442 0.2079
H 1.401 1.399 -2.872 0.2109
H -0.584 -0.336 -3.102 0.0147
```

Its orbital gap (alpha / beta) is 8.0 / 8.0 eV. As for the spin multiplicity: 1. As for the energy relative to the best compared isomer or geometry (same formula, charge and spin): 6.6397 eV.

---

2.
A molecular structure, C35H67CaNP2Si4, computed with ωB97M-V with the def2-TZVPD basis set.

```
110
Properties=species:S:1:pos:R:3:lowdin_charge:R:1
C -4.113 -2.444 1.883 -0.0404
C -3.411 -2.955 2.973 -0.2855
H -4.123 2.351 -2.087 0.0635
H -3.662 -4.614 4.331 0.0767
C -3.155 -1.055 -4.124 -0.2787
H 0.746 -0.681 5.562 0.0827
H -0.306 3.542 -2.291 0.0792
H -3.190 2.607 1.548 0.0834
H -4.058 -1.455 -0.001 0.1059
H -0.839 0.459 2.906 0.0689
H -1.469 -3.185 3.797 0.0994
C -4.005 2.132 -1.025 -0.1037
H -3.367 -1.867 -6.109 0.0785
Si 4.604 1.164 1.648 0.2771
C -2.037 -1.053 -1.513 -0.3572
H -0.523 1.496 -4.552 0.0676
H 6.717 2.181 -3.087 0.0290
C -3.767 -1.056 -5.498 -0.0539
C 6.042 2.430 -2.264 -0.2157
C 0.235 0.518 3.096 -0.1402
H 3.607 3.016 3.019 0.0126
H 0.392 1.205 3.931 0.0879
C -4.106 -3.639 4.120 -0.0576
H 6.351 -0.774 -2.626 0.0266
C -2.068 -1.681 0.790 -0.3471
H 3.114 -3.338 1.839 0.0706
H 1.848 3.689 -2.633 -0.0133
H 1.221 -4.352 0.391 0.0745
H -3.571 -0.118 -6.017 0.0729
H -2.714 2.988 -4.096 0.0623
H -2.642 0.982 1.124 0.0575
H 5.320 -1.196 1.241 0.0170
H 6.920 1.364 0.760 0.0139
H 0.726 0.975 2.228 0.0322
H 5.141 4.650 -0.201 0.0173
Si 3.265 1.399 -0.256 0.2862
H -3.554 -3.132 -3.741 0.1146
H -4.850 -1.189 -5.450 0.0802
H 3.942 5.846 0.305 0.0293
H 4.524 0.743 -4.486 0.0275
C -2.591 2.404 -0.520 -0.5383
C -2.042 0.118 -2.298 -0.3098
C 0.340 -1.338 4.789 -0.1032
H 2.872 -4.652 2.989 0.0817
H -0.374 -4.626 1.106 0.0689
C -2.058 3.606 -3.485 -0.1029
C 1.048 -3.643 2.435 -0.5710
C -2.036 -2.788 2.962 -0.0692
H 0.851 1.669 -3.460 0.0467
H 1.055 5.147 0.678 0.0299
H -0.747 -1.302 4.864 0.0721
H 3.273 1.822 -3.862 0.0048
N -1.417 -1.059 -0.256 -0.1729
H 6.865 1.807 2.468 0.0291
H 3.871 -1.141 2.237 -0.0204
C 4.836 -0.663 2.063 -0.2251
C 1.274 4.076 0.656 -0.2305
H 5.061 -1.388 -1.584 0.0201
H 6.313 2.951 1.237 0.0098
C 4.219 4.790 0.369 -0.2204
H -2.578 -3.129 -1.495 0.1169
H 6.643 2.578 -1.365 0.0120
C 5.729 -0.541 -1.758 -0.2339
H -4.044 -3.048 5.037 0.0774
P -1.268 1.581 -1.531 1.0147
H 1.000 -5.632 1.585 0.0799
H -2.672 4.102 -2.733 0.0653
H 6.387 -0.456 -0.890 0.0089
H 0.414 3.560 0.215 -0.0158
H 0.430 2.982 -4.554 0.0851
C -1.355 -2.151 1.922 -0.3109
H 5.565 3.383 -2.503 0.0081
H -4.724 2.738 -0.468 0.0822
C -2.596 0.089 -3.583 -0.0601
H 3.491 4.314 -2.657 0.0152
H 2.173 5.340 -2.086 0.0344
C 3.776 1.946 3.156 -0.2137
C 2.546 -3.646 2.720 -0.1226
H 2.806 1.484 3.355 -0.0062
C -2.460 2.046 0.960 -0.1215
C -0.907 2.818 -2.859 -0.5548
H -4.264 1.082 -0.877 0.0736
H 2.816 -2.978 3.540 0.0655
H -2.601 0.989 -4.181 0.0818
H 0.512 -3.945 3.339 0.0932
C 0.808 -0.865 3.418 -0.5496
C -3.138 -2.213 -3.341 -0.0380
C 0.697 -4.619 1.313 -0.1187
C -2.591 -2.216 -2.077 -0.0310
H 3.127 0.076 -3.635 0.0144
H -5.161 -3.795 3.899 0.0712
C -3.471 -1.830 0.828 -0.0375
H -1.465 2.289 1.341 0.0499
Si 4.766 1.063 -2.016 0.2679
H 4.438 4.563 1.414 0.0103
H 1.901 -0.783 3.429 0.0782
Ca 0.720 -0.165 -0.341 0.9655
H -5.194 -2.535 1.858 0.1110
H -2.366 3.472 -0.631 0.1000
H 1.371 3.729 1.689 0.0154
Si 2.846 3.700 -0.327 0.2782
C 6.336 1.897 1.514 -0.2178
H 4.397 1.816 4.047 0.0318
H -1.646 4.382 -4.135 0.0828
H 0.669 -2.354 5.015 0.0689
C 0.011 2.202 -3.915 -0.1285
H 5.447 -0.794 2.960 0.0349
P 0.454 -1.961 1.963 1.0178
C 3.836 0.909 -3.653 -0.2388
C 2.557 4.316 -2.090 -0.2138
```

Its orbital gap is 6.9 eV. As for the spin multiplicity: 1.

---

3.
A molecular structure, C6H7KNaO6, computed with ωB97M-V with the def2-TZVPD basis set.

```
21
Properties=species:S:1:pos:R:3:lowdin_spin:R:1
C 2.687 0.855 -1.050 0.0000
H 3.270 -3.649 -0.372 0.0000
C -3.270 0.689 1.626 0.0334
H -2.214 2.295 1.812 0.0009
O 3.763 1.411 -0.979 0.0000
K -0.328 1.853 -1.164 0.0024
H -3.932 1.170 2.351 0.0020
H -2.502 -0.004 1.983 0.0056
Na 0.205 -0.660 -0.919 -0.0009
O -1.489 0.978 0.097 0.0403
C -2.428 1.703 0.875 0.0066
C 3.484 -2.739 -0.934 0.0000
O 1.579 1.362 -0.881 0.0000
C 3.613 -1.370 -0.719 0.0000
O 2.560 -0.545 -0.971 0.0000
C -3.661 -0.786 -0.131 0.4558
H 4.096 -3.188 -1.720 0.0000
H -3.274 2.427 0.717 0.0029
O -4.178 0.144 0.610 0.0978
O -2.517 -1.019 0.117 0.3532
H 4.538 -0.928 -0.349 0.0000
```

Its orbital gap (alpha / beta) is 7.0 / 6.8 eV. As for the spin multiplicity: 2.

---

4.
A single C7H8N4O3S molecule, computed with ωB97M-V with the def2-TZVPD basis set.

```
23
Properties=species:S:1:pos:R:3:nbo_charge:R:1
S -1.168 1.774 1.758 0.4743
H 2.081 -1.733 1.375 0.4528
H -2.322 -1.654 1.121 0.4268
C -0.382 -1.356 0.808 0.6501
H -2.929 0.769 -2.115 0.2378
N -1.830 1.434 0.376 -0.6162
N 1.756 1.137 -0.888 -0.6758
H -2.748 -0.773 -1.779 0.2167
C 0.628 0.524 -0.530 0.3794
H -0.908 0.488 2.149 0.0737
C 3.083 0.778 -0.637 0.5694
C 3.173 -0.233 0.416 0.5412
C -2.309 0.148 -0.046 0.0543
H 1.708 1.979 -1.555 0.4365
N 1.988 -0.962 0.706 -0.5777
H -1.279 0.350 -2.028 0.2260
C 0.713 -0.608 0.216 -0.1727
O 3.986 1.408 -1.056 -0.4980
C -2.261 0.144 -1.527 -0.6199
N -1.680 -0.941 0.636 -0.6453
O 4.240 -0.488 0.932 -0.5347
O -0.187 -2.325 1.514 -0.6197
H -3.353 0.137 0.154 0.2210
```

Its orbital gap (alpha / beta) is 7.7 / 6.4 eV. As for the spin multiplicity: 1. As for the energy relative to the best compared isomer or geometry (same formula, charge and spin): 3.5338 eV.